Arrangement 1

A cluster of 3 separate species, C3H13N2O3 in total, computed with wB97M-V/def2-TZVPD.

- lowest unoccupied orbital energy (eV) = 3.54
- charge = -1
- frontier orbital gap (eV) = 6.9
- E_HOMO (eV) = -3.36

Positions of all 21 atoms, in Å:
C -0.111 -0.103 1.002
N 0.246 -0.305 -0.472
C -0.932 -0.218 -1.369
O -1.697 -1.276 -1.102
C 0.566 1.142 1.519
N 1.704 0.863 2.404
H -1.172 -0.146 1.270
H 0.155 -1.081 1.681
H 0.635 -1.235 -0.511
H -1.557 0.674 -0.959
H -0.714 -0.284 -2.428
H 0.774 1.837 0.720
H -0.167 1.752 1.909
H 1.565 0.250 3.305
H 2.520 0.624 1.954
H 3.595 0.803 -0.371
H 2.294 0.192 -0.826
O 3.141 0.564 -1.137
H -3.013 -0.931 -1.809
H -4.029 -1.984 -2.351
O -3.805 -1.136 -2.426

Here are the natural (NBO) charges for atoms 1 to 6, given in e: number 1, C, carries -0.240; number 2, N, carries -0.716; number 3, C, carries 0.108; number 4, O, carries -0.948; number 5, C, carries -0.265; number 6, N, carries -0.868

=====

Arrangement 2

A cluster of 3 separate species, C3H13N2O3 in total, computed with wB97M-V/def2-TZVPD.

- lowest unoccupied orbital energy (eV) = 4.01
- charge = -1
- frontier orbital gap (eV) = 8.0
- E_HOMO (eV) = -3.95

Positions of all 21 atoms, in Å:
C -0.089 -0.226 1.240
N -0.318 0.786 0.202
C 0.846 0.910 -0.753
O 2.082 1.093 -0.246
C -0.561 -1.591 0.750
N -1.974 -1.568 0.245
H 0.951 -0.267 1.561
H -0.662 0.063 2.131
H -0.321 1.711 0.631
H 0.824 -0.017 -1.381
H 0.491 1.636 -1.502
H 0.117 -1.966 -0.008
H -0.660 -2.281 1.589
H -2.430 -0.759 0.641
H -1.955 -1.390 -0.754
H -1.817 1.521 -1.214
H -1.231 2.856 -1.601
O -2.038 2.329 -1.720
H 2.529 -0.245 0.149
H 3.502 -1.306 -0.268
O 2.715 -1.289 0.307

Here are the natural (NBO) charges for atoms 1 to 6, given in e: number 1, C, carries -0.248; number 2, N, carries -0.714; number 3, C, carries 0.116; number 4, O, carries -0.913; number 5, C, carries -0.232; number 6, N, carries -0.851

=====

Here is how they stack up, most stable first: arrangement 2, arrangement 1.

=====

Arrangement 1

An isolated molecule of C5H7NS2, computed with wB97M-V/def2-TZVPD.

- lowest unoccupied orbital energy (eV) = 0.25
- charge = 0
- frontier orbital gap (eV) = 8.0
- E_HOMO (eV) = -7.75

Positions of all 15 atoms, in Å:
C 1.675 0.958 0.184
C 0.219 0.683 0.055
N -0.661 1.715 0.262
S -2.183 1.386 -0.208
C -1.958 -0.362 -0.233
S -3.153 -1.414 -0.431
C -0.426 -0.533 -0.126
C 0.126 -1.832 -0.076
H 2.004 1.348 -0.720
H 2.356 0.067 0.498
H 1.628 1.827 0.961
H -0.342 2.699 0.187
H 1.101 -1.690 -0.477
H -0.467 -2.519 -0.791
H 0.081 -2.334 0.915

Here are the natural (NBO) charges for atoms 1 to 6, given in e: number 1, C, carries -0.648; number 2, C, carries 0.220; number 3, N, carries -0.739; number 4, S, carries 0.567; number 5, C, carries -0.344; number 6, S, carries -0.067

=====

Arrangement 2

An isolated molecule of C5H7NS2, computed with wB97M-V/def2-TZVPD.

- lowest unoccupied orbital energy (eV) = -0.99
- charge = 0
- frontier orbital gap (eV) = 7.7
- E_HOMO (eV) = -8.70

Positions of all 15 atoms, in Å:
S -1.452 -2.016 0.691
C -0.254 -0.883 0.960
C 0.352 -0.155 -0.083
C -0.864 0.833 -0.405
S -0.807 2.320 -0.457
C 1.574 0.710 0.319
N 2.415 -0.277 -0.286
C 1.206 -0.909 -0.925
H -0.249 -0.704 2.038
H -1.650 0.328 -0.757
H 1.939 0.875 1.480
H 1.674 1.777 0.043
H 3.298 -0.073 -0.844
H 1.097 -0.567 -1.950
H 1.036 -2.133 -0.959

Here are the natural (NBO) charges for atoms 1 to 6, given in e: number 1, S, carries -0.008; number 2, C, carries -0.172; number 3, C, carries -0.312; number 4, C, carries -0.285; number 5, S, carries 0.222; number 6, C, carries -0.199

=====

Here is how they stack up, most stable first: arrangement 1, arrangement 2.

=====

Arrangement 1

A structure of composition C39H45GeN2O3SrTe, computed with wB97M-V/def2-TZVPD.

- lowest unoccupied orbital energy (eV) = 2.23
- charge = -1
- frontier orbital gap (eV) = 4.1
- E_HOMO (eV) = -1.86

Positions of all 92 atoms, in Å:
Sr -0.525 -2.039 -0.790
C 0.449 5.316 -2.961
C -0.048 3.987 -2.447
C -1.374 3.624 -2.531
C -1.850 2.389 -2.076
C -3.283 2.078 -2.162
O -3.767 0.955 -2.130
C -4.265 3.224 -2.272
C -5.330 3.110 -3.159
C -6.290 4.106 -3.240
C -6.212 5.218 -2.409
C -5.165 5.327 -1.504
C -4.191 4.340 -1.443
C -0.937 1.414 -1.526
O -1.333 0.279 -1.144
C 0.446 1.838 -1.372
C 0.826 3.086 -1.838
C 1.472 0.995 -0.718
N 1.380 -0.274 -0.589
C 2.387 -1.078 0.106
C 3.024 -2.021 -0.900
Te 4.191 -3.507 0.093
C 5.890 -2.191 -0.040
C 6.620 -2.084 -1.224
C 7.679 -1.191 -1.332
C 8.035 -0.396 -0.249
C 7.322 -0.499 0.937
C 6.257 -1.388 1.038
C 2.688 1.719 -0.200
C 3.925 1.550 -0.812
C 5.053 2.185 -0.313
C 4.952 2.999 0.807
C 3.719 3.174 1.423
C 2.592 2.541 0.918
H -0.353 5.857 -3.464
H 1.266 5.189 -3.675
H 0.821 5.947 -2.150
H -2.076 4.314 -2.986
H -5.395 2.223 -3.778
H -7.107 4.015 -3.945
H -6.966 5.992 -2.464
H -5.106 6.184 -0.844
H -3.370 4.426 -0.742
H 1.863 3.389 -1.736
H 1.859 -1.707 0.832
H 3.128 -0.470 0.628
H 3.626 -1.500 -1.647
H 2.254 -2.651 -1.350
H 6.352 -2.706 -2.071
H 8.231 -1.120 -2.263
H 8.863 0.299 -0.331
H 7.588 0.119 1.787
H 5.698 -1.452 1.963
H 4.008 0.900 -1.676
H 6.012 2.028 -0.790
H 5.832 3.489 1.204
H 3.636 3.801 2.302
H 1.627 2.674 1.395
C 1.585 -6.253 2.290
Ge 0.464 -4.727 1.629
C -1.346 -5.378 2.277
C 0.932 -3.293 2.937
C 0.653 -4.144 -0.169
H 1.394 -6.447 3.350
H 2.649 -6.035 2.157
H 1.363 -7.160 1.720
H -1.441 -5.350 3.369
H -1.475 -6.415 1.949
H -2.157 -4.789 1.833
H 0.710 -3.622 3.958
H 0.385 -2.365 2.752
H 2.005 -3.088 2.878
H 0.521 -5.059 -0.778
O -1.528 -1.136 1.471
C -2.698 -1.503 1.354
C -3.421 -2.232 2.466
C -4.506 -1.346 3.122
C -5.087 -0.255 2.218
C -5.737 -0.755 0.928
C -4.801 -1.624 0.065
N -3.396 -1.284 0.217
H -2.674 -2.544 3.191
H -3.860 -3.145 2.055
H -4.070 -0.859 3.997
H -5.311 -1.986 3.494
H -4.292 0.450 1.961
H -5.823 0.320 2.784
H -6.062 0.108 0.342
H -6.633 -1.336 1.164
H -5.040 -1.489 -0.987
H -4.940 -2.679 0.299
H -2.991 -0.604 -0.436

Here are the Löwdin charges for atoms 1 to 6, given in e: number 1, Sr, carries 1.338; number 2, C, carries -0.064; number 3, C, carries -0.276; number 4, C, carries -0.011; number 5, C, carries -0.072; number 6, C, carries -0.303

=====

Arrangement 2

A structure of composition C39H45GeN2O3SrTe, computed with wB97M-V/def2-TZVPD.

- lowest unoccupied orbital energy (eV) = 2.28
- charge = -1
- frontier orbital gap (eV) = 4.0
- E_HOMO (eV) = -1.70

Positions of all 92 atoms, in Å:
Sr -0.041 2.050 1.808
C -3.151 -4.106 -1.518
C -2.463 -2.889 -0.952
C -3.157 -1.899 -0.294
C -2.520 -0.786 0.287
C -3.300 0.286 0.950
O -2.870 1.048 1.808
C -4.733 0.496 0.529
C -5.685 0.755 1.506
C -7.007 0.983 1.152
C -7.378 0.978 -0.188
C -6.424 0.743 -1.170
C -5.106 0.497 -0.811
C -1.110 -0.691 0.242
O -0.471 0.253 0.831
C -0.398 -1.672 -0.505
C -1.070 -2.735 -1.064
C 1.098 -1.534 -0.620
N 1.679 -0.539 -1.147
C 0.879 0.532 -1.741
C 1.608 1.167 -2.913
Te 0.255 2.283 -4.132
C -0.807 0.539 -4.695
C -0.202 -0.438 -5.484
C -0.843 -1.648 -5.728
C -2.102 -1.890 -5.193
C -2.723 -0.916 -4.422
C -2.079 0.293 -4.172
C 1.965 -2.628 -0.044
C 3.295 -2.743 -0.453
C 4.115 -3.731 0.069
C 3.622 -4.623 1.017
C 2.305 -4.513 1.436
C 1.481 -3.522 0.906
H -4.235 -4.009 -1.447
H -2.862 -5.015 -0.983
H -2.893 -4.257 -2.570
H -4.234 -1.994 -0.196
H -5.376 0.777 2.543
H -7.746 1.173 1.918
H -8.409 1.157 -0.465
H -6.706 0.754 -2.215
H -4.353 0.320 -1.571
H -0.498 -3.479 -1.614
H 0.724 1.335 -1.007
H -0.101 0.161 -2.049
H 2.089 0.432 -3.558
H 2.356 1.879 -2.557
H 0.779 -0.253 -5.906
H -0.356 -2.404 -6.335
H -2.594 -2.839 -5.370
H -3.703 -1.105 -3.996
H -2.556 1.046 -3.555
H 3.660 -2.043 -1.195
H 5.143 -3.813 -0.268
H 4.265 -5.389 1.433
H 1.911 -5.199 2.177
H 0.455 -3.438 1.242
C -1.986 4.758 0.962
Ge -0.116 5.165 0.341
C 0.481 6.638 1.544
C -0.500 6.189 -1.333
C 0.894 3.593 0.039
H -2.611 5.655 0.930
H -2.033 4.372 1.994
H -2.442 4.005 0.307
H -0.256 7.452 1.574
H 1.429 7.043 1.175
H 0.644 6.272 2.562
H -1.091 7.097 -1.133
H -1.061 5.554 -2.027
H 0.436 6.483 -1.819
H 1.961 3.852 0.169
O 1.677 -0.235 3.790
C 2.901 -0.225 3.769
C 3.757 -0.627 4.949
C 4.554 -1.937 4.718
C 4.911 -2.231 3.259
C 5.726 -1.147 2.559
C 5.027 0.230 2.552
N 3.580 0.148 2.649
H 3.088 -0.734 5.797
H 4.439 0.199 5.170
H 3.954 -2.772 5.086
H 5.464 -1.908 5.324
H 3.991 -2.398 2.695
H 5.470 -3.169 3.217
H 5.911 -1.472 1.532
H 6.702 -1.037 3.045
H 5.258 0.767 1.635
H 5.406 0.841 3.371
H 3.012 0.380 1.848

Here are the Löwdin charges for atoms 1 to 6, given in e: number 1, Sr, carries 1.304; number 2, C, carries -0.062; number 3, C, carries -0.276; number 4, C, carries -0.005; number 5, C, carries -0.063; number 6, C, carries -0.283

=====

Here is how they stack up, most stable first: arrangement 1, arrangement 2.

=====

Arrangement 1

An isolated molecule of C4H11N3, computed with wB97M-V/def2-TZVPD.

- lowest unoccupied orbital energy (eV) = 0.91
- charge = 0
- frontier orbital gap (eV) = 9.6
- E_HOMO (eV) = -8.70

Positions of all 18 atoms, in Å:
H -3.161 -2.122 0.895
N -2.373 -1.647 0.516
C -2.292 -0.369 0.596
N -1.368 0.298 -0.116
C -0.265 -0.558 -0.542
C 0.819 0.336 -1.111
C 1.864 0.841 -0.046
N 1.751 0.093 1.160
H -3.397 0.126 0.832
H -1.327 1.307 -0.416
H 0.189 -1.208 0.263
H -0.601 -1.291 -1.395
H 0.377 1.131 -1.730
H 1.486 -0.282 -1.770
H 1.671 1.975 0.055
H 2.884 0.636 -0.584
H 1.066 0.537 1.713
H 2.677 0.199 1.681

Here are the natural (NBO) charges for atoms 1 to 6, given in e: number 1, H, carries 0.353; number 2, N, carries -0.754; number 3, C, carries 0.281; number 4, N, carries -0.642; number 5, C, carries -0.248; number 6, C, carries -0.427

=====

Arrangement 2

A cluster of 2 separate species, C4H11N3 in total, computed with wB97M-V/def2-TZVPD.

- lowest unoccupied orbital energy (eV) = 0.76
- charge = 0
- frontier orbital gap (eV) = 9.7
- E_HOMO (eV) = -8.90

Positions of all 18 atoms, in Å:
H 0.289 2.445 0.630
N -0.088 2.274 -0.349
N 0.183 1.149 -0.788
N 1.096 0.403 -0.167
C 1.977 1.040 0.845
C 1.102 -0.988 -0.431
H 1.397 1.413 1.670
H 2.687 0.260 1.228
H 2.537 1.727 0.366
H 2.043 -1.461 -0.891
H 0.936 -1.797 0.375
H 0.192 -1.265 -1.177
C -2.990 -0.940 -0.413
C -2.300 0.149 -0.496
H -3.740 -1.265 -1.168
H -2.787 -1.591 0.412
H -2.340 0.955 -1.223
H -1.550 0.386 0.201

Here are the natural (NBO) charges for atoms 1 to 6, given in e: number 1, H, carries 0.280; number 2, N, carries -0.437; number 3, N, carries 0.049; number 4, N, carries -0.274; number 5, C, carries -0.438; number 6, C, carries -0.444

=====

Here is how they stack up, most stable first: arrangement 1, arrangement 2.